Density functional theory data (ωB97M-V/def2-TZVPD) for a 4-piece molecular cluster, C27H58BBrN5O15S6 overall at a distorted geometry.

Each line ends with the Löwdin charge.
Geometry (Å):
Br1 0.26 1.03 -3.41  0.995
N1 5.94 2.27 2.15  -0.138
H1 1.80 2.36 -0.93  0.104
H2 -4.01 -6.32 -5.85  0.077
C1 -1.49 -2.30 -7.91  -0.065
H3 2.48 -0.99 4.84  0.113
C2 -0.37 -0.86 -1.07  -0.319
O1 -3.02 -3.98 -6.89  -0.254
H4 3.89 2.74 2.81  0.084
H5 3.99 1.03 4.70  0.044
C3 -0.44 1.88 5.81  -0.121
H6 3.98 -0.68 -6.46  0.125
S1 1.01 1.37 4.96  0.562
C4 -3.66 1.89 -3.19  -0.077
C5 -2.94 5.58 6.53  -0.116
C6 2.74 -0.41 5.73  -0.230
O2 -1.45 -5.23 -5.50  -0.295
H7 2.94 -4.22 -1.77  0.093
O3 1.11 -3.07 0.51  -0.253
H8 -2.09 -2.25 -8.82  0.090
H9 -4.00 -6.35 -7.64  0.081
H10 4.45 0.74 -4.54  0.083
H11 -4.74 -1.23 1.09  0.102
H12 5.12 4.34 4.46  0.107
H13 2.88 2.57 1.11  0.070
B1 -2.62 -0.19 -0.58  -0.721
H14 2.95 0.81 1.43  0.096
C7 4.03 0.35 5.55  -0.062
H15 -0.17 -0.77 0.89  0.162
C8 4.95 2.89 2.87  -0.092
H16 -0.21 1.68 -0.05  0.107
S2 4.62 1.55 -0.16  0.900
H17 -0.15 2.34 6.75  0.079
C9 -2.60 0.84 -3.53  -0.245
H18 -1.75 -2.77 -5.81  0.085
H19 4.25 0.95 6.43  0.092
H20 -2.23 1.05 -4.53  0.092
H21 -0.94 2.60 5.18  0.074
C10 5.59 3.70 3.73  -0.128
H22 -0.45 -3.73 -2.64  0.131
O4 -1.34 -5.44 -7.96  -0.263
H23 -2.69 6.14 7.42  0.080
H24 1.65 -1.76 -3.58  0.100
O5 -4.12 3.34 5.86  -0.283
H25 -1.54 1.78 -1.93  0.077
C11 0.99 -2.18 -4.34  -0.176
H26 -4.28 1.59 -2.34  0.079
C12 3.00 1.59 0.67  -0.467
H27 8.06 2.41 2.23  0.113
S3 -2.12 -5.28 -6.77  0.567
N2 0.30 -0.42 0.06  0.079
O6 -0.39 -2.14 -3.93  -0.129
H28 -2.93 -7.44 -6.73  0.081
H29 -2.52 1.68 0.09  0.118
H30 -3.07 -0.15 -3.49  0.118
H31 0.20 -0.88 -5.86  0.104
C13 7.13 2.76 2.64  -0.178
C14 1.95 1.41 -0.42  -0.282
C15 -1.44 0.87 -2.52  -0.626
H32 -4.48 2.03 9.08  0.069
H33 -1.08 1.02 5.99  0.085
H34 -3.13 -1.99 -6.56  0.124
O7 -2.62 3.34 7.82  -0.283
C16 -3.95 -1.79 0.60  -0.008
H35 -3.67 6.10 5.92  0.078
C17 4.27 -0.32 -4.37  -0.057
N3 6.95 3.63 3.57  0.086
H36 1.44 -4.23 -2.71  0.045
C18 0.60 1.01 0.22  -0.149
N4 0.07 -1.99 -1.58  0.030
C19 5.83 1.32 1.13  -1.075
C20 1.14 -1.37 -5.63  -0.216
O8 2.16 -0.40 -5.55  -0.189
H37 1.37 -2.06 -6.44  0.130
C21 -5.77 3.61 8.36  -0.234
O9 1.86 2.50 4.74  -0.279
H38 0.74 1.14 1.29  0.109
O10 2.60 -1.80 -1.03  -0.259
O11 1.61 0.43 6.08  -0.253
H39 -1.07 -1.32 -7.72  0.072
C22 1.85 -4.20 -1.71  -0.092
H40 -1.73 -2.54 -2.51  0.149
H41 -6.16 3.06 7.51  0.116
H42 2.26 0.71 -1.19  0.049
O12 -3.59 -1.13 -0.64  0.073
C23 3.48 -0.93 -5.52  -0.256
H43 -2.04 5.38 5.95  0.072
H44 -4.33 2.07 -4.02  0.083
H45 3.48 -2.02 -5.43  0.120
H46 2.81 -1.10 6.57  0.124
H47 -3.10 -1.85 1.27  0.095
O13 -4.77 4.56 7.89  -0.260
H48 -6.09 2.08 9.81  0.085
S4 1.52 -2.71 -0.81  0.700
H49 -4.29 -2.79 0.34  0.098
C24 -2.34 -2.72 -6.72  -0.244
N5 -1.52 -0.32 -1.63  0.070
C25 -0.66 -2.66 -2.69  -0.167
H50 -0.67 -3.00 -8.08  0.070
S5 -3.59 4.02 7.00  0.550
C26 -3.41 -6.47 -6.74  -0.116
H51 -3.20 2.85 -2.93  0.083
O14 0.66 0.56 3.82  -0.302
H52 5.22 -0.82 -4.25  0.084
H53 1.47 -5.03 -1.12  0.088
O15 -2.61 0.77 0.39  0.216
S6 6.88 0.09 0.99  0.731
H54 1.25 -3.22 -4.54  0.128
H55 4.85 -0.35 5.38  0.089
H56 3.71 -0.42 -3.43  0.056
H57 -4.86 3.26 10.28  0.088
H58 -6.57 4.24 8.74  0.124
C27 -5.26 2.69 9.45  -0.071

Properties
E_tot (Ha): -7453.69344
HOMO energy (eV): -10.322
Multiplicity: 1
Total charge: +1